Formula: C5H13NO2
Source: the OMol25 dataset
Level of theory: wB97M-V/def2-TZVPD

Values from the calculation:
- HOMO level (spin up / spin down) (eV) = -14.51 / -14.59
- net charge = +1
- orbital gap (spin up / spin down) (eV) = 10.5 / 7.2
- multiplicity = 2
- energy relative to the best compared isomer or geometry (same formula, charge and spin) (eV) = 1.805
- expectation value of S² = 0.764
- LUMO (spin up / spin down) (eV) = -4.0 / -7.4

Positions of all 21 atoms, in Å:
1 N 0.557 0.224 1.487
2 C -0.717 0.695 1.177
3 C -0.863 1.156 -0.104
4 C 0.339 1.045 -1.057
5 C 0.773 2.043 -1.772
6 C -1.963 0.341 1.941
7 H 0.717 -0.357 2.280
8 H 1.317 0.351 0.770
9 H -1.693 1.608 -0.699
10 H 0.686 0.037 -1.135
11 H 1.431 1.885 -2.571
12 H 0.293 3.039 -1.690
13 H -2.078 0.801 2.938
14 H -2.090 -0.721 2.237
15 H -2.897 0.743 1.461
16 H 2.949 -0.638 -1.556
17 H 2.534 -1.509 -2.672
18 O 3.168 -0.774 -2.539
19 H -1.119 -2.557 0.385
20 H -0.564 -3.932 0.947
21 O -0.781 -3.480 0.172

Formula: C5H13NO3
Source: the OMol25 dataset
Level of theory: wB97M-V/def2-TZVPD

Values from the calculation:
- HOMO level (spin up / spin down) (eV) = -14.16 / -14.15
- net charge = +1
- orbital gap (spin up / spin down) (eV) = 10.8 / 4.7
- multiplicity = 2
- energy relative to the best compared isomer or geometry (same formula, charge and spin) (eV) = 0.000
- expectation value of S² = 0.758
- LUMO (spin up / spin down) (eV) = -3.3 / -9.4

Positions of all 22 atoms, in Å:
1 C 0.338 -0.753 1.031
2 C 0.953 -0.107 -0.258
3 C 0.875 -1.089 -1.397
4 C 2.282 0.504 0.076
5 N -0.987 -1.245 0.815
6 C -2.041 -0.400 0.532
7 O -3.076 -1.101 0.100
8 O -2.026 0.793 0.628
9 H 0.946 -1.598 1.389
10 H 0.411 -0.057 1.881
11 H 0.301 0.743 -0.535
12 H 1.320 -2.078 -1.248
13 H 1.343 -0.739 -2.319
14 H -0.179 -1.286 -1.675
15 H 2.225 1.232 0.889
16 H 2.738 1.063 -0.755
17 H 3.115 -0.172 0.290
18 H -1.007 -2.251 0.685
19 H -3.835 -0.539 -0.059
20 H -1.756 3.368 -0.506
21 H -1.002 2.425 0.426
22 O -0.937 3.289 0.008

Formula: C5H13NO4
Source: the OMol25 dataset
Level of theory: wB97M-V/def2-TZVPD

Values from the calculation:
- HOMO level (spin up / spin down) (eV) = -13.49 / -13.47
- net charge = +1
- orbital gap (spin up / spin down) (eV) = 9.8 / 4.7
- multiplicity = 2
- energy relative to the best compared isomer or geometry (same formula, charge and spin) (eV) = 4.004
- expectation value of S² = 0.755
- LUMO (spin up / spin down) (eV) = -3.7 / -8.7

Positions of all 23 atoms, in Å:
1 O 0.195 -3.213 -0.042
2 C -0.054 -2.063 -0.413
3 C 0.137 -0.816 0.554
4 C -1.208 -0.185 1.028
5 C -1.447 1.384 0.911
6 C -1.508 1.774 -0.426
7 O -1.586 1.094 -1.436
8 N 0.718 -1.369 1.811
9 H -0.338 -2.006 -1.494
10 H 0.646 -0.017 0.039
11 H -1.990 -0.539 0.426
12 H -1.194 -0.398 2.136
13 H -2.328 1.807 1.653
14 H -0.668 1.865 1.447
15 H -1.582 2.857 -0.588
16 H 1.659 -1.385 1.965
17 H 0.235 -2.123 2.211
18 H 1.531 2.006 -1.253
19 H 0.318 2.033 -2.047
20 O 0.682 2.493 -1.266
21 H 3.226 0.414 0.292
22 H 3.052 0.581 -1.244
23 O 2.820 0.117 -0.523